Entry from the Open Molecules 2025 dataset: a structure of composition C41H75BGeN3P2Rb (ωB97M-V/def2-TZVPD).

The geometry in XYZ format:
```
124
Properties=species:S:1:pos:R:3:forces:R:3:mulliken_charge:R:1
Rb 0.049 -0.238 -0.686 -0.049 -0.014 0.058 0.4533
C 3.168 0.736 2.921 -0.018 0.009 -0.016 -1.7187
C 2.104 0.189 3.884 -0.002 -0.012 -0.011 2.1141
C 2.304 0.838 5.257 -0.002 0.003 -0.011 -1.8152
C 2.300 -1.324 4.015 -0.004 -0.005 -0.013 -2.1575
P 0.476 0.539 3.012 0.034 0.025 -0.016 0.8655
C 0.219 2.303 3.538 0.010 -0.003 -0.002 -1.9862
N -0.484 3.071 2.529 0.015 -0.060 0.017 0.2966
B -0.781 2.777 1.170 0.013 0.021 -0.025 0.3097
N -1.409 3.927 0.606 -0.009 -0.014 0.044 0.2037
C -1.924 4.172 -0.721 0.041 -0.021 0.000 -1.5253
P -2.388 2.594 -1.578 -0.050 0.008 0.009 0.7260
C -4.187 2.399 -1.057 -0.004 0.038 -0.028 2.1329
C -5.173 3.418 -1.627 -0.004 0.018 -0.010 -1.8243
C -4.635 0.985 -1.443 0.012 -0.004 0.003 -1.8212
C -4.219 2.498 0.474 -0.007 0.012 0.003 -2.3478
C -2.292 3.186 -3.363 0.011 -0.038 -0.008 2.2698
C -3.136 2.280 -4.262 -0.032 0.008 -0.019 -1.8457
C -2.671 4.647 -3.620 0.004 0.006 0.002 -1.8768
C -0.816 2.987 -3.743 -0.018 -0.017 -0.007 -1.9060
C -1.482 4.898 1.608 0.013 0.020 0.016 0.4465
C -1.993 6.185 1.580 0.004 -0.003 -0.008 -0.6343
C -1.934 6.938 2.749 -0.001 0.009 0.001 -0.8057
C -1.371 6.420 3.908 0.003 0.005 0.008 -0.8277
C -0.850 5.130 3.939 -0.009 -0.009 0.006 -0.4575
C -0.918 4.373 2.782 0.008 0.015 0.001 0.3659
C -0.937 -0.345 3.877 0.002 -0.010 -0.024 1.9921
C -2.213 0.365 3.408 -0.015 0.006 0.005 -1.8893
C -0.911 -0.358 5.404 0.010 0.011 0.000 -1.8354
C -0.984 -1.785 3.350 0.006 0.009 0.001 -1.7255
H 4.163 0.557 3.337 0.010 -0.003 0.001 0.5322
H 3.114 0.236 1.952 -0.011 0.041 0.028 0.2179
H 3.065 1.812 2.759 -0.018 0.022 0.009 0.2988
H 3.292 0.558 5.632 0.000 -0.003 0.003 0.5521
H 2.276 1.928 5.217 0.013 -0.017 0.011 0.3399
H 1.571 0.505 5.988 -0.031 -0.014 0.015 0.2798
H 3.345 -1.530 4.263 0.005 0.000 -0.005 0.5920
H 1.686 -1.740 4.815 0.006 -0.005 -0.009 0.2506
H 2.069 -1.858 3.092 0.024 -0.006 -0.014 0.1034
H -0.324 2.355 4.487 0.006 -0.003 -0.001 0.5065
H 1.201 2.751 3.709 -0.023 0.004 -0.016 0.8719
H -2.796 4.829 -0.657 -0.006 0.012 -0.022 0.2831
H -1.179 4.694 -1.327 0.002 -0.028 0.017 0.6213
H -5.298 3.311 -2.704 -0.008 0.044 0.057 0.3555
H -6.152 3.261 -1.166 -0.006 0.003 0.002 0.4966
H -4.876 4.446 -1.413 0.003 0.001 0.013 0.2662
H -4.662 0.835 -2.521 0.005 0.009 -0.011 0.3491
H -3.966 0.234 -1.017 -0.001 0.003 0.002 0.2628
H -5.640 0.803 -1.051 -0.012 0.000 -0.001 0.5639
H -4.002 3.505 0.833 -0.003 -0.002 0.004 0.3205
H -5.220 2.228 0.822 -0.001 0.000 0.002 0.6219
H -3.507 1.814 0.940 0.015 -0.021 0.017 0.4793
H -4.204 2.465 -4.140 0.061 -0.037 -0.028 0.2795
H -2.887 2.481 -5.308 0.004 -0.015 -0.005 0.6133
H -2.945 1.223 -4.071 0.023 -0.043 -0.006 -0.0540
H -3.707 4.859 -3.365 -0.034 -0.006 0.011 0.3029
H -2.034 5.345 -3.076 -0.022 -0.006 -0.042 0.3504
H -2.544 4.861 -4.686 -0.008 -0.002 -0.003 0.5408
H -0.537 1.933 -3.676 -0.015 0.026 0.014 0.2407
H -0.654 3.318 -4.772 0.006 0.004 -0.011 0.5742
H -0.140 3.558 -3.102 0.001 0.020 0.026 0.3048
H -2.415 6.603 0.676 -0.003 0.002 -0.001 0.4632
H -2.326 7.947 2.750 -0.001 0.001 0.000 0.3861
H -1.331 7.030 4.801 -0.001 0.000 0.001 0.3922
H -0.404 4.733 4.841 0.001 -0.001 0.000 0.4836
H -2.286 1.389 3.779 -0.008 -0.004 -0.005 0.2884
H -2.266 0.398 2.317 -0.007 0.009 -0.023 0.1242
H -3.085 -0.188 3.770 -0.003 0.001 0.002 0.6161
H -0.830 0.646 5.827 0.000 0.004 0.000 0.2623
H -1.842 -0.795 5.775 -0.003 0.000 0.004 0.4860
H -0.091 -0.963 5.789 0.004 0.015 0.007 0.3958
H -1.017 -1.813 2.258 -0.002 0.000 0.006 0.2471
H -0.121 -2.375 3.651 0.002 -0.005 0.003 0.3796
H -1.882 -2.280 3.731 -0.008 0.000 0.002 0.5193
C 0.589 -2.916 -3.426 0.001 0.001 0.007 -0.9227
N 0.661 -1.455 -3.447 0.050 0.000 -0.035 0.8601
C 2.055 -1.045 -3.343 0.022 0.007 -0.002 -1.1555
C 0.060 -0.904 -4.647 -0.001 0.009 0.007 -1.4095
C -1.434 -1.091 -4.695 0.014 0.013 0.000 0.9280
C -2.145 -0.933 -5.888 -0.010 0.000 0.003 -0.6644
C -3.525 -1.072 -5.922 0.003 -0.011 -0.011 -0.7667
C -4.234 -1.398 -4.772 0.000 -0.011 0.001 -0.3405
C -3.553 -1.578 -3.569 0.003 -0.002 0.008 -1.1593
C -2.196 -1.394 -3.594 -0.029 0.042 -0.034 0.4702
H 1.157 -3.355 -4.261 0.004 0.000 0.009 0.3728
H -0.445 -3.248 -3.495 -0.007 0.002 -0.016 0.4414
H 1.001 -3.277 -2.485 0.031 -0.006 0.012 -0.2241
H 2.665 -1.433 -4.174 -0.006 0.007 -0.009 0.3642
H 2.473 -1.427 -2.409 0.000 0.008 0.007 0.1562
H 2.129 0.046 -3.350 -0.005 0.004 0.007 0.2882
H 0.511 -1.328 -5.561 -0.015 -0.012 0.012 0.4005
H 0.272 0.171 -4.669 0.032 -0.035 -0.030 0.4392
H -1.602 -0.701 -6.799 0.003 0.004 0.003 0.4489
H -4.052 -0.942 -6.859 -0.002 0.001 0.001 0.4035
H -5.309 -1.524 -4.809 0.001 0.001 0.004 0.4177
H -4.083 -1.848 -2.665 -0.010 -0.001 0.017 0.5422
C 3.856 -7.085 -1.987 -0.002 0.004 -0.005 -1.2922
C 3.577 -5.731 -2.629 0.005 -0.002 0.002 -0.5655
C 3.479 -4.591 -1.615 -0.018 0.002 -0.014 0.1916
C 2.341 -4.729 -0.605 0.004 0.002 -0.009 -1.4106
Ge 1.954 -2.992 0.376 0.056 0.045 0.009 -0.2274
C 3.850 -2.586 0.976 -0.017 -0.021 0.023 -0.8411
C 4.506 -3.649 1.847 0.002 -0.004 0.004 -0.2778
C 5.938 -3.321 2.263 -0.004 -0.003 -0.003 -0.3247
C 6.564 -4.395 3.144 0.003 0.003 0.002 -1.3033
H 3.955 -7.872 -2.737 0.002 -0.004 0.000 0.4144
H 3.054 -7.369 -1.306 -0.003 -0.004 0.002 0.2908
H 4.784 -7.053 -1.410 0.003 -0.001 0.003 0.2800
H 2.640 -5.784 -3.196 0.000 -0.001 0.002 0.2200
H 4.366 -5.507 -3.355 -0.003 0.000 -0.002 0.4084
H 3.383 -3.646 -2.166 -0.024 0.005 -0.010 -0.1868
H 4.432 -4.514 -1.079 0.001 0.004 0.002 0.4203
H 2.573 -5.515 0.118 0.000 -0.006 0.002 0.6951
H 1.429 -5.051 -1.123 -0.002 -0.005 0.012 0.5020
H 1.432 -3.627 1.744 -0.014 0.015 0.006 -0.1371
H 3.869 -1.626 1.504 0.005 -0.064 -0.021 0.0225
H 4.447 -2.429 0.069 0.005 0.000 -0.003 0.6859
H 4.501 -4.613 1.324 0.002 -0.006 -0.001 0.3113
H 3.898 -3.804 2.747 0.002 0.002 0.002 0.1787
H 5.944 -2.360 2.790 0.002 0.004 0.001 0.2096
H 6.548 -3.177 1.364 -0.002 0.000 0.001 0.3153
H 5.983 -4.534 4.058 -0.001 -0.002 0.004 0.2984
H 7.587 -4.144 3.431 0.001 -0.003 0.002 0.3969
H 6.589 -5.356 2.624 0.001 -0.003 -0.001 0.2973
```
Positions in Å, forces in eV/Å.

Spin multiplicity = 1
Maximum force = 0.077 eV Å⁻¹
Gap between HOMO and LUMO (alpha / beta) = 0.1847 / 0.1772 Eh